The following is a DFT calculation (ωB97M-V/def2-TZVPD) of a 3-piece molecular cluster, C31H38BCl4NO14 overall.

Last columns: bonded neighbours and bond lengths (Å).
Geometry (Å):
1 C 1.38 0.05 -0.99  B2 1.590, H32 1.084, H33 1.091, H34 1.095
2 B 0.49 -1.15 -1.51  C1 1.590, O3 1.370, C4 1.632
3 O 0.12 -1.04 -2.83  B2 1.370, H35 0.963
4 C 0.09 -2.53 -0.73  B2 1.632, C5 1.544, C10 1.598, C23 1.620
5 C -0.76 -3.30 -1.76  C4 1.544, Cl6 1.735, C7 1.339
6 Cl -0.14 -4.71 -2.58  C5 1.735
7 C -1.98 -2.97 -2.19  C5 1.339, C8 1.498, Cl9 1.739
8 C -2.81 -3.73 -3.18  C7 1.498, H36 1.091, H37 1.087, H38 1.088
9 Cl -2.71 -1.46 -1.71  C7 1.739
10 C -0.66 -2.44 0.68  C4 1.598, C11 1.557, C14 1.556, C20 1.536
11 C -1.73 -3.56 0.86  C10 1.557, C12 1.520, H39 1.087, H40 1.091
12 C -1.96 -4.09 2.26  C11 1.520, O13 1.439, H41 1.088, H42 1.090
13 O -3.30 -4.62 2.26  C12 1.439, H43 0.961
14 C -1.41 -1.16 1.13  C10 1.556, C15 1.523, H44 1.093, H45 1.083
15 C -0.68 0.17 1.27  C14 1.523, O16 1.433, H46 1.086, H47 1.088
16 O -1.37 0.99 2.22  C15 1.433, C17 1.359
17 C -1.01 0.85 3.53  O16 1.359, C18 1.494, O19 1.202
18 C -2.11 1.22 4.46  C17 1.494, H48 1.089, H49 1.088, H50 1.085
19 O 0.10 0.52 3.86  C17 1.202
20 C 0.47 -2.52 1.72  C10 1.536, O21 1.204, N22 1.394
21 O 0.36 -2.46 2.92  C20 1.204
22 N 1.70 -2.58 1.06  C20 1.394, C23 1.470, H51 1.008
23 C 1.48 -3.21 -0.25  C4 1.620, N22 1.470, C24 1.564, C27 1.553
24 C 1.43 -4.75 -0.02  C23 1.564, C25 1.532, H52 1.085, H53 1.087
25 C 2.01 -5.30 1.29  C24 1.532, O26 1.433, H54 1.086, H55 1.091
26 O 1.01 -5.97 2.07  C25 1.433, H56 0.961
27 C 2.77 -2.82 -1.03  C23 1.553, Cl28 1.771, C29 1.553, H57 1.085
28 Cl 2.71 -3.11 -2.78  C27 1.771
29 C 4.06 -3.42 -0.40  C27 1.553, C30 1.536, Cl31 1.785, H58 1.083
30 C 5.20 -2.41 -0.50  C29 1.536, H59 1.093, H60 1.086, H61 1.088
31 Cl 4.59 -4.96 -1.14  C29 1.785
32 H 1.83 -0.05 0.00  C1 1.084
33 H 0.83 0.99 -1.05  C1 1.091
34 H 2.20 0.13 -1.71  C1 1.095
35 H -0.14 -0.14 -3.05  O3 0.963
36 H -2.44 -3.58 -4.19  C8 1.091
37 H -3.83 -3.35 -3.15  C8 1.087
38 H -2.84 -4.79 -2.94  C8 1.088
39 H -1.52 -4.41 0.22  C11 1.087
40 H -2.69 -3.17 0.54  C11 1.091
41 H -1.87 -3.33 3.04  C12 1.088
42 H -1.27 -4.91 2.49  C12 1.090
43 H -3.56 -4.76 3.18  O13 0.961
44 H -1.75 -1.39 2.14  C14 1.093
45 H -2.32 -0.99 0.57  C14 1.083
46 H 0.38 0.10 1.52  C15 1.086
47 H -0.76 0.73 0.34  C15 1.088
48 H -2.97 1.59 3.89  C18 1.089
49 H -2.45 0.35 5.02  C18 1.088
50 H -1.79 2.03 5.11  C18 1.085
51 H 2.29 -1.77 1.12  N22 1.008
52 H 0.40 -5.10 -0.07  C24 1.085
53 H 1.92 -5.24 -0.85  C24 1.087
54 H 2.49 -4.55 1.91  C25 1.086
55 H 2.76 -6.06 1.05  C25 1.091
56 H 0.84 -5.44 2.86  O26 0.961
57 H 2.93 -1.75 -0.96  C27 1.085
58 H 3.86 -3.62 0.65  C29 1.083
59 H 5.25 -1.83 0.43  C30 1.093
60 H 6.16 -2.91 -0.60  C30 1.086
61 H 5.06 -1.72 -1.33  C30 1.088
62 O -2.05 4.62 -0.54  C63 1.219
63 C -2.26 4.98 0.61  O62 1.219, C64 1.445, C70 1.511
64 C -1.71 4.32 1.77  C63 1.445, C65 1.340, H72 1.081
65 C -2.02 4.79 2.99  C64 1.340, O66 1.324, C67 1.510
66 O -1.57 4.25 4.11  C65 1.324, H73 0.978
67 C -2.94 5.97 3.19  C65 1.510, O68 1.217, C69 1.449
68 O -3.18 6.29 4.34  C67 1.217
69 C -3.48 6.63 2.02  C67 1.449, C70 1.341, H74 1.081
70 C -3.16 6.17 0.80  C63 1.511, C69 1.341, O71 1.323
71 O -3.60 6.71 -0.32  C70 1.323, H75 0.976
72 H -1.06 3.47 1.62  C64 1.081
73 H -1.96 4.77 4.84  O66 0.978
74 H -4.12 7.49 2.17  C69 1.081
75 H -3.21 6.19 -1.05  O71 0.976
76 O 3.15 2.86 -3.79  C77 1.218
77 C 2.45 3.85 -3.75  O76 1.218, C78 1.448, C84 1.510
78 C 2.70 5.07 -4.51  C77 1.448, C79 1.340, H86 1.081
79 C 1.86 6.10 -4.37  C78 1.340, O80 1.323, C81 1.511
80 O 2.00 7.25 -5.01  C79 1.323, H87 0.977
81 C 0.66 6.05 -3.45  C79 1.511, O82 1.218, C83 1.449
82 O -0.02 7.05 -3.39  C81 1.218
83 C 0.40 4.83 -2.71  C81 1.449, C84 1.339, H88 1.081
84 C 1.24 3.80 -2.85  C77 1.510, C83 1.339, O85 1.328
85 O 1.10 2.63 -2.23  C84 1.328, H89 0.978
86 H 3.56 5.09 -5.16  C78 1.081
87 H 1.26 7.82 -4.71  O80 0.977
88 H -0.47 4.81 -2.06  C83 1.081
89 H 1.86 2.09 -2.52  O85 0.978

LUMO energy, eV: -1.71
Calculated total energy, eV: -113684.158
SMILES string: CB(O)[C@]1(/C(Cl)=C(/C)Cl)[C@](CCO)(CCOC(C)=O)C(=O)N[C@]1(CCO)[C@H](Cl)[C@H](C)Cl.O=C1C=C(O)C(=O)C=C1O.O=C1C=C(O)C(=O)C=C1O
HOMO-LUMO gap, eV: 7.13